# 1
16
Properties=species:S:1:pos:R:3:lowdin_charge:R:1 method="wB97M-V/def2-TZVPD" molar_mass_g_mol=86.1 e_homo_ev=-7.77 orbital_gap_ev=8.82 lumo_ev=1.05 de_lowest_kj_mol=172.2 multiplicity=1
C 0.94 0.80 1.77 -0.05
C 0.74 -0.50 1.74 -0.33
N -0.53 -1.09 1.56 0.04
H 0.14 1.53 1.59 0.06
H 1.87 1.31 1.94 0.04
H 1.52 -1.22 1.99 0.10
H -1.06 -0.61 0.86 0.05
H -0.51 -2.10 1.47 0.07
C 0.86 0.26 -1.32 -0.06
C -0.29 0.70 -1.80 -0.30
N -1.50 -0.01 -1.80 0.02
H 1.06 -0.73 -0.95 0.05
H 1.78 0.83 -1.33 0.05
H -0.44 1.72 -2.14 0.10
H -1.46 -1.00 -1.69 0.07
H -2.27 0.35 -2.34 0.08

# 2
60
Properties=species:S:1:pos:R:3:lowdin_spin:R:1 method="wB97M-V/def2-TZVPD" molar_mass_g_mol=634.0 e_homo_ev="-14.09 / -14.10" charge=+2 orbital_gap_ev="7.15 / 8.03" lumo_ev="-6.95 / -6.07" de_lowest_kj_mol=0.0 multiplicity=3
V -0.14 -1.58 -0.78 1.98
N -1.29 1.98 -0.04 0.00
C -2.47 1.55 0.80 0.00
C -3.35 0.45 0.18 0.00
C -3.14 -1.02 0.57 0.00
N -2.24 -1.81 -0.34 0.00
C -2.67 -1.18 2.01 0.00
C -1.52 -0.24 2.34 0.00
N -0.38 -0.56 1.44 0.00
C -1.97 1.21 2.19 0.00
H -1.50 2.04 -1.04 0.00
H -0.50 1.33 0.00 0.00
H -0.93 2.89 0.26 0.00
H -3.07 2.46 0.85 0.00
H -3.41 0.56 -0.91 0.00
H -4.36 0.68 0.54 0.00
H -4.12 -1.49 0.47 0.00
H -2.65 -1.80 -1.27 0.00
H -2.33 -2.78 -0.05 0.00
H -2.37 -2.22 2.19 0.00
H -3.50 -1.00 2.70 0.00
H -1.22 -0.37 3.38 0.00
H -0.01 -1.45 1.79 0.00
H 0.39 0.09 1.59 0.00
H -1.19 1.91 2.50 0.00
H -2.79 1.37 2.89 0.00
C 2.72 -3.88 -0.94 0.00
Te 1.29 -3.56 0.61 -0.04
C 2.76 -2.34 1.56 0.00
C 3.95 -2.33 0.62 0.00
C 5.08 -1.58 0.95 0.00
C 6.18 -1.58 0.12 0.00
C 6.17 -2.33 -1.05 0.00
C 5.05 -3.07 -1.39 0.00
C 3.93 -3.07 -0.55 0.00
H 2.28 -3.56 -1.88 0.00
H 2.92 -4.95 -0.98 0.00
H 2.99 -2.78 2.52 0.00
H 2.37 -1.33 1.71 0.00
H 5.09 -1.00 1.87 0.00
H 7.05 -1.00 0.38 0.00
H 7.03 -2.33 -1.71 0.00
H 5.04 -3.65 -2.30 0.00
F 2.55 1.31 -3.34 0.00
C 2.61 0.31 -2.49 0.00
F 3.86 0.14 -2.07 0.00
F 2.22 -0.82 -3.12 0.00
C 1.69 0.55 -1.27 0.00
O 1.30 1.64 -0.96 0.00
O 1.41 -0.56 -0.61 0.01
N -0.40 -3.87 -4.22 0.00
C -0.52 -2.77 -3.51 0.00
O -0.22 -2.83 -2.23 0.02
C -0.94 -1.55 -4.08 0.00
C -0.99 -0.54 -3.13 0.00
N -0.97 0.12 -2.18 0.02
C -1.24 -1.40 -5.45 0.00
N -1.51 -1.35 -6.57 0.00
H -0.61 -3.88 -5.21 0.00
H -0.11 -4.73 -3.78 0.00

# 3
47
Properties=species:S:1:pos:R:3:lowdin_spin:R:1 method="wB97M-V/def2-TZVPD" molar_mass_g_mol=590.6 e_homo_ev="-14.33 / -15.71" charge=+2 orbital_gap_ev="9.21 / 6.50" lumo_ev="-5.11 / -9.21" de_lowest_kj_mol=0.0 multiplicity=6
Ir -0.05 0.42 -0.01 2.50
C 0.68 -0.82 2.98 0.01
C 1.98 -0.53 2.24 0.01
N 1.82 -0.66 0.77 0.11
C 1.84 -2.05 0.24 0.01
C 0.55 -2.84 0.40 0.02
S -1.00 -1.93 0.01 0.16
C -1.86 -1.96 1.62 0.01
C -1.75 -0.68 2.45 0.01
N -0.42 -0.06 2.37 0.17
H 0.81 -0.58 4.04 0.00
H 0.44 -1.88 2.94 0.00
H 2.78 -1.18 2.60 0.00
H 2.28 0.50 2.44 0.00
H 2.61 -0.18 0.35 0.00
H 2.65 -2.61 0.72 0.00
H 2.08 -1.97 -0.81 0.00
H 0.43 -3.24 1.41 0.00
H 0.58 -3.69 -0.27 0.00
H -1.50 -2.84 2.15 0.00
H -2.91 -2.15 1.40 0.00
H -2.02 -0.92 3.49 0.00
H -2.46 0.06 2.09 0.00
H -0.47 0.87 2.78 0.00
C -3.38 3.78 0.50 0.14
C -3.47 2.77 -0.45 0.01
C -2.42 1.88 -0.61 0.18
C -1.27 1.97 0.22 0.26
C -1.19 3.03 1.15 0.11
C -2.24 3.91 1.30 0.02
H -4.20 4.48 0.61 0.01
H -4.35 2.69 -1.08 0.00
H -2.50 1.11 -1.37 0.02
H -0.30 3.15 1.76 0.01
H -2.19 4.71 2.02 0.00
N 0.94 -0.07 -2.03 0.24
C 1.43 0.01 -3.07 0.06
C 2.01 0.10 -4.35 0.32
C 1.54 1.10 -5.22 0.03
N 1.16 1.93 -5.92 0.22
C 3.05 -0.78 -4.68 0.03
N 3.92 -1.51 -4.89 0.22
Cl 2.21 2.54 0.21 0.08
C 1.86 3.93 -0.89 0.00
Cl 0.99 3.43 -2.33 0.01
H 2.82 4.35 -1.16 0.00
H 1.25 4.62 -0.32 0.00